A structure of composition C14H44B2F3Na2O12. Source: the OMol25 dataset; level of theory: ωB97M-V with the def2-TZVPD basis set.

Properties
**Calculated total energy**: -2136.541281 hartree
**Multiplicity**: 1
**Net charge**: -1
**HOMO level**: -4.27 eV
**F_max**: 2.69 eV/A
**Gap between HOMO and LUMO**: 0.2207 Eh

```
77
Properties=species:S:1:pos:R:3:mulliken_charge:R:1
H 3.623 -0.276 -1.610 0.1331
C 3.023 3.467 -3.996 -0.4478
H -3.663 2.719 -0.492 0.2865
C -3.086 2.181 -1.252 -0.4986
H 0.434 -0.024 -2.416 -0.1337
Na -0.764 -0.441 2.554 0.1730
O 4.237 2.885 -4.537 -0.5474
O -0.743 -0.482 -5.753 -0.5216
O -3.188 2.826 3.137 -0.5506
H 2.605 -1.077 -0.419 -0.2611
H 0.759 0.791 -0.841 -0.8611
H -5.178 0.209 2.228 0.3513
H -4.334 0.434 3.808 0.3590
H 1.179 1.375 3.011 -0.4068
O -0.228 -2.744 2.803 -0.1121
H 1.435 -3.335 4.023 0.2800
H 2.506 1.476 -3.020 0.1492
O 4.557 -1.748 -0.490 -0.6465
C -3.572 0.758 -1.355 -0.6317
O 0.876 -0.235 -3.262 -0.5857
H -0.713 -1.553 -3.391 0.1649
H -1.490 -3.100 0.657 0.1285
H 0.723 -0.802 0.206 -0.6520
H -0.239 -4.771 2.352 0.2520
H 1.163 -3.923 1.949 0.3829
H 0.114 -2.922 -0.063 0.0085
H -3.334 2.656 -2.214 0.3867
C -0.488 -3.526 0.605 -0.7100
H 2.317 3.674 -4.795 0.3505
C 0.066 -3.794 1.944 -0.5243
H 3.503 0.096 1.460 0.2304
C 3.921 0.341 0.481 -0.0508
H -0.024 -2.380 -5.706 0.3726
H -2.927 0.173 -2.020 0.2356
H -4.592 0.730 -1.756 0.4702
C 0.280 -1.420 -5.270 -0.6063
H 4.424 -2.334 -1.235 0.3262
C -0.420 -3.292 5.126 0.7347
H 3.351 2.780 -1.325 0.2774
H 1.240 2.585 -3.163 0.1228
H 4.769 2.515 -3.829 0.2988
H -3.201 -0.100 1.294 0.5729
F -0.300 -4.671 5.140 -0.3267
C 2.322 2.551 -2.984 0.0006
H -4.288 2.361 1.466 -0.2055
C -4.276 2.112 2.539 0.0414
H -0.720 1.930 2.809 -0.6891
O 5.347 0.462 0.648 -0.6430
C 0.296 -1.410 -3.786 -0.1028
O -3.640 0.177 -0.022 -0.4019
H 3.630 1.349 0.188 -0.1712
O 0.848 -1.463 4.262 -0.8757
H -0.508 0.641 0.586 -1.1465
H 1.224 -1.136 -5.751 0.3181
H -4.309 -0.508 -0.007 0.2019
H -5.174 2.531 3.016 0.3772
H -0.564 -4.489 0.071 0.4563
F -0.163 -2.894 6.356 -0.2803
H -0.839 -0.371 -1.042 -0.6539
C 3.603 -0.669 -0.586 0.6325
O -3.132 -0.047 2.267 -0.5285
H -0.243 0.978 4.400 -0.2217
B 0.139 1.752 3.582 1.0529
H -0.770 -0.505 -6.712 0.2762
F -1.718 -3.037 4.901 -0.2499
H -1.393 1.398 -0.707 0.2238
H 3.331 4.396 -3.507 0.2391
H -2.444 2.227 3.335 0.3885
Na 0.833 2.499 0.735 0.7417
B 0.013 0.067 -0.264 3.5992
H 0.950 -2.256 -3.506 0.2711
C -4.302 0.620 2.733 -0.6540
H 5.683 -0.424 0.828 0.3513
C 0.522 -2.691 4.053 -0.1176
O -1.695 2.273 -1.018 -0.4894
H 0.359 2.830 4.141 -0.2405
O 2.457 3.027 -1.592 -0.4736
```

A cluster of 10 separate species, C14H44BClO15 in total. Source: the OMol25 dataset; level of theory: ωB97M-V with the def2-TZVPD basis set.

Properties
**SMILES string**: O=C(O)C[C@@H](Cl)OC(=O)CB(O)O.CO.CO.CO.CO.CO.CO.CO.CO.CO
**Calculated total energy**: -2173.422758 hartree
**Multiplicity**: 1
**HOMO level**: -9.79 eV
**F_max**: 0.92 eV/A
**Gap between HOMO and LUMO**: 0.3576 Eh

```
75
Properties=species:S:1:pos:R:3:mulliken_charge:R:1
O -1.939 0.425 4.021 -0.4577
C 5.640 4.615 -1.909 -0.5318
H -0.880 -7.969 -2.178 0.2615
O -2.168 -0.787 1.240 -0.4429
H 4.860 1.211 -0.256 0.3952
Cl 3.503 -0.535 1.972 -0.1944
H -0.219 1.159 4.955 0.2751
O 2.424 -1.441 -0.290 -0.2300
H 4.360 -0.768 -1.318 0.3887
O -8.828 1.913 0.988 -0.5139
H 6.407 4.072 -1.351 0.2205
H 6.289 -0.696 -3.466 0.2658
C 7.359 0.840 -2.901 -0.4456
H 3.660 -2.605 0.868 0.4242
H 8.066 -1.947 -0.214 0.3440
H -4.305 -3.851 -2.743 0.2699
C 5.818 -0.365 0.237 0.4008
C -8.716 3.195 0.379 -0.3834
O 0.839 -2.944 0.204 -0.5459
H 6.023 4.873 -2.900 0.2610
H -10.441 6.598 1.681 0.2115
H -7.687 6.572 2.305 0.2802
O -4.157 -2.516 -1.195 -0.5463
H -8.868 3.123 -0.701 0.2662
H 0.407 -0.824 1.972 0.3051
H -8.154 1.348 0.594 0.3005
H -3.451 -2.054 -0.731 0.3112
C -1.567 -7.230 -2.599 -0.5636
H -1.474 -5.978 -1.114 0.2723
C 1.206 -1.806 0.282 0.3696
H -9.786 6.307 3.301 0.2647
O 6.126 0.126 -2.993 -0.4348
B -1.126 -0.804 0.364 0.4385
H -2.365 -7.752 -3.120 0.2186
H 8.111 0.279 -2.341 0.2415
O -8.424 6.378 1.720 -0.4794
C 0.379 -0.713 0.885 -0.3921
C -0.977 0.382 5.075 -0.6225
H 10.343 -2.143 0.260 0.2547
O 8.485 -2.785 -0.443 -0.4692
O -2.174 -6.441 -1.584 -0.4714
H 4.667 3.034 -2.500 0.3002
H -1.458 0.492 6.049 0.2971
H -1.026 -6.609 -3.319 0.2642
O -1.386 -0.896 -0.999 -0.4360
H 7.749 1.086 -3.891 0.3277
C 9.612 -2.944 0.405 -0.5922
H -1.951 -0.264 2.028 0.2704
H -9.478 3.844 0.801 0.1204
C -3.534 -3.313 -2.198 -0.4257
H -9.598 7.903 2.531 0.2928
O -5.992 0.211 -0.340 -0.4859
H -2.981 -2.681 -2.899 0.2518
H 5.276 -2.154 -0.699 0.2081
H 7.136 1.757 -2.360 0.0609
H -5.929 1.941 0.728 0.0383
C 4.767 -1.232 -0.419 -0.6231
H -0.495 -0.591 5.031 0.2362
H -1.592 -0.019 -1.352 0.2527
H -5.384 -0.495 -0.594 0.2853
H 10.081 -3.892 0.150 0.2266
O 6.731 -0.850 0.865 -0.6883
H -2.857 -4.038 -1.751 0.1234
H -4.803 0.687 1.285 0.1631
O 4.449 3.838 -2.018 -0.5114
H -7.738 3.641 0.580 0.1988
C -9.617 6.825 2.353 -0.5608
H 9.316 -2.970 1.457 0.2564
O 5.727 0.964 0.097 -0.4441
C 3.575 -1.582 0.492 0.2752
H -2.383 1.277 4.054 0.2637
H -4.450 1.614 -0.203 0.1924
H 5.402 5.532 -1.378 0.2607
H 0.811 0.265 0.653 0.2653
C -5.242 1.162 0.403 -0.1803
```